Version i
A single C26H31N3O2 molecule, computed with wB97M-V/def2-TZVPD.

## Properties
Lowest unoccupied orbital energy, eV: 0.48
SMILES: COc1ccc(CC2(CO)CCN(Cc3cnc(-c4ccccc4C)nc3)CC2)cc1

Cartesian coordinates (Å):
C: -2.9262 -5.4424 -0.0928
O: -3.6106 -4.4624 -0.8331
C: -3.7263 -3.2105 -0.3050
C: -3.2012 -2.8046 0.9156
C: -3.3790 -1.4990 1.3442
C: -4.0678 -0.5678 0.5799
C: -4.2119 0.8540 1.0348
C: -3.0746 1.7986 0.5636
C: -3.4344 3.2130 1.0718
O: -4.6793 3.6870 0.6213
C: -1.7363 1.3576 1.1739
C: -0.5285 2.0751 0.5566
N: -0.4694 1.9849 -0.8907
C: -0.0858 0.6704 -1.3797
C: 1.3273 0.3595 -0.9908
C: 1.7095 -0.8468 -0.4120
N: 2.9537 -1.1184 -0.0807
C: 3.8823 -0.1849 -0.3094
C: 5.2602 -0.5269 0.0559
C: 5.5165 -1.8601 0.3893
C: 6.7809 -2.2830 0.7389
C: 7.8212 -1.3685 0.7644
C: 7.5776 -0.0465 0.4426
C: 6.3118 0.4033 0.0843
C: 6.1282 1.8493 -0.2443
N: 3.6137 1.0042 -0.8476
C: 2.3664 1.2666 -1.1793
C: -1.6966 2.4923 -1.4700
C: -2.9531 1.7693 -0.9680
C: -4.6106 -0.9946 -0.6300
C: -4.4432 -2.2898 -1.0701
H: -2.9687 -6.3493 -0.6939
H: -1.8789 -5.1672 0.0704
H: -3.4080 -5.6268 0.8731
H: -2.6573 -3.4917 1.5449
H: -2.9775 -1.2096 2.3051
H: -4.2359 0.8840 2.1263
H: -5.1551 1.2641 0.6684
H: -2.6422 3.9254 0.8084
H: -3.5167 3.1895 2.1616
H: -4.6424 3.7909 -0.3357
H: -1.6194 0.2845 1.0136
H: -1.7428 1.5350 2.2511
H: 0.3929 1.6544 0.9672
H: -0.5485 3.1381 0.8136
H: -0.7426 -0.1436 -1.0299
H: -0.1487 0.7003 -2.4735
H: 0.9844 -1.6274 -0.2063
H: 4.6919 -2.5548 0.3632
H: 6.9577 -3.3185 0.9895
H: 8.8185 -1.6836 1.0351
H: 8.3939 0.6619 0.4688
H: 5.3245 2.2790 0.3488
H: 5.8476 1.9654 -1.2887
H: 7.0472 2.4009 -0.0579
H: 2.1781 2.2437 -1.6059
H: -1.6307 2.4019 -2.5577
H: -1.7469 3.5586 -1.2283
H: -3.8387 2.2099 -1.4326
H: -2.9046 0.7286 -1.2934
H: -5.1822 -0.3028 -1.2318
H: -4.8633 -2.6196 -2.0072

Computed natural (NBO) charges, given in elementary charges: number 1, C, carries -0.251; number 2, O, carries -0.493; number 3, C, carries 0.297; number 4, C, carries -0.328; number 5, C, carries -0.135; number 6, C, carries -0.069; number 7, C, carries -0.420; number 8, C, carries -0.040; number 9, C, carries -0.064; number 10, O, carries -0.714; number 11, C, carries -0.435; number 12, C, carries -0.224; number 13, N, carries -0.448; number 14, C, carries -0.236; number 15, C, carries -0.123; number 16, C, carries 0.081; number 17, N, carries -0.457; number 18, C, carries 0.379; number 19, C, carries -0.049; number 20, C, carries -0.172; number 21, C, carries -0.234; number 22, C, carries -0.186; number 23, C, carries -0.226; number 24, C, carries 0.022; number 25, C, carries -0.628; number 26, N, carries -0.463; number 27, C, carries 0.103; number 28, C, carries -0.213; number 29, C, carries -0.439; number 30, C, carries -0.189; number 31, C, carries -0.254; number 32, H, carries 0.201; number 33, H, carries 0.175; number 34, H, carries 0.176; number 35, H, carries 0.219; number 36, H, carries 0.202; number 37, H, carries 0.210; number 38, H, carries 0.229; number 39, H, carries 0.160; number 40, H, carries 0.182; number 41, H, carries 0.462; number 42, H, carries 0.214; number 43, H, carries 0.213; number 44, H, carries 0.209; number 45, H, carries 0.193; number 46, H, carries 0.179; number 47, H, carries 0.213; number 48, H, carries 0.192; number 49, H, carries 0.235; number 50, H, carries 0.211; number 51, H, carries 0.211; number 52, H, carries 0.207; number 53, H, carries 0.229; number 54, H, carries 0.236; number 55, H, carries 0.201; number 56, H, carries 0.203; number 57, H, carries 0.201; number 58, H, carries 0.189; number 59, H, carries 0.198; number 60, H, carries 0.222; number 61, H, carries 0.211; number 62, H, carries 0.224


Version ii
2 unconnected molecules or ions with the total composition C26H31N3O2, computed with wB97M-V/def2-TZVPD.

## Properties
Lowest unoccupied orbital energy, eV: -1.65

Cartesian coordinates (Å):
C: 1.2707 1.1944 -2.7945
N: 2.5971 1.2145 -2.7668
O: 3.2019 2.3143 -2.5438
O: 3.2488 0.1368 -2.9679
H: 0.7889 0.2504 -3.0214
H: 0.7493 2.1315 -2.6314
C: -4.6903 4.1546 -1.3346
C: -5.5460 3.0502 -0.7331
N: -4.8223 1.7901 -0.7129
C: -5.6536 0.5974 -0.6546
C: -4.8534 -0.6438 -1.0198
C: -3.6491 -0.7620 -0.0980
C: -2.8815 0.5189 -0.0354
C: -3.4996 1.7512 -0.3800
C: -2.7183 2.9447 -0.3276
C: -1.3741 2.8742 -0.0076
C: -0.7213 1.6445 0.3259
C: 0.6726 1.6103 0.5668
C: 1.4893 0.4605 0.6625
C: 2.8330 0.5571 1.1471
C: 3.6561 -0.5436 1.2919
C: 3.1577 -1.8498 1.0001
N: 3.9411 -2.9539 1.1599
C: 5.3751 -2.8275 1.3558
C: 5.6948 -1.6561 2.2717
C: 5.0717 -0.3697 1.7399
C: 3.4831 -4.2744 0.7557
C: 1.9822 -4.4188 0.9581
C: 1.2582 -3.3195 0.1960
C: 1.8342 -1.9755 0.5018
C: 1.0845 -0.8431 0.2510
C: -1.5767 0.5075 0.4147
C: -3.3568 4.2683 -0.6029
H: -4.5092 3.9411 -2.3941
H: -5.2303 5.1010 -1.2659
H: -5.8501 3.3490 0.2914
H: -6.4573 2.8973 -1.3224
H: -6.0858 0.4662 0.3584
H: -6.4850 0.7410 -1.3548
H: -5.4863 -1.5285 -0.9292
H: -4.5096 -0.5701 -2.0584
H: -3.9783 -1.0421 0.9148
H: -2.9922 -1.5681 -0.4472
H: -0.7801 3.7896 -0.0021
H: 1.1696 2.5679 0.7078
H: 3.2207 1.5479 1.3896
H: 5.7332 -3.7695 1.7865
H: 5.8935 -2.6775 0.3865
H: 5.3102 -1.8615 3.2773
H: 6.7783 -1.5413 2.3394
H: 5.6719 -0.0057 0.8919
H: 5.1132 0.4072 2.5102
H: 3.7258 -4.4659 -0.3093
H: 4.0267 -5.0109 1.3591
H: 1.6571 -5.3995 0.6062
H: 1.7433 -4.3398 2.0254
H: 1.3229 -3.5067 -0.8873
H: 0.1922 -3.3302 0.4534
H: 0.1639 -0.9851 -0.3117
H: -1.2179 -0.4211 0.8532
H: -2.6674 4.8883 -1.1857
H: -3.5203 4.7934 0.3503

Computed natural (NBO) charges, given in elementary charges: number 1, C, carries -0.476; number 2, N, carries 0.410; number 3, O, carries -0.601; number 4, O, carries -0.602; number 5, H, carries 0.175; number 6, H, carries 0.175; number 7, C, carries -0.402; number 8, C, carries -0.203; number 9, N, carries -0.414; number 10, C, carries -0.201; number 11, C, carries -0.403; number 12, C, carries -0.421; number 13, C, carries -0.105; number 14, C, carries 0.323; number 15, C, carries -0.098; number 16, C, carries -0.091; number 17, C, carries -0.174; number 18, C, carries 0.086; number 19, C, carries -0.166; number 20, C, carries -0.072; number 21, C, carries -0.094; number 22, C, carries 0.350; number 23, N, carries -0.402; number 24, C, carries -0.206; number 25, C, carries -0.399; number 26, C, carries -0.426; number 27, C, carries -0.204; number 28, C, carries -0.404; number 29, C, carries -0.411; number 30, C, carries -0.108; number 31, C, carries -0.080; number 32, C, carries -0.107; number 33, C, carries -0.423; number 34, H, carries 0.211; number 35, H, carries 0.220; number 36, H, carries 0.183; number 37, H, carries 0.209; number 38, H, carries 0.183; number 39, H, carries 0.208; number 40, H, carries 0.221; number 41, H, carries 0.214; number 42, H, carries 0.213; number 43, H, carries 0.223; number 44, H, carries 0.219; number 45, H, carries 0.222; number 46, H, carries 0.219; number 47, H, carries 0.205; number 48, H, carries 0.198; number 49, H, carries 0.202; number 50, H, carries 0.221; number 51, H, carries 0.232; number 52, H, carries 0.222; number 53, H, carries 0.195; number 54, H, carries 0.205; number 55, H, carries 0.221; number 56, H, carries 0.205; number 57, H, carries 0.225; number 58, H, carries 0.214; number 59, H, carries 0.220; number 60, H, carries 0.218; number 61, H, carries 0.231; number 62, H, carries 0.213


Relative to the most stable one, in kcal/mol, the structures come out at version i 0.0; version ii 101.8.